# C38H35MoN4O4S2

A molecular structure, C38H35MoN4O4S2 (ωB97M-V/def2-TZVPD, OMol25).

XYZ file:
```
84
C38H35MoN4O4S2 | OMol25 | ωB97M-V/def2-TZVPD
Mo 0.14 -0.27 0.25
S 2.53 -0.21 0.28
C 2.97 -0.06 1.94
N 4.19 0.18 2.28
C 4.51 0.54 3.67
C 3.68 -0.26 4.62
N 2.25 -0.15 4.26
C 1.25 -0.24 5.37
C 0.84 -1.66 5.66
C -0.50 -2.02 5.54
C -0.91 -3.30 5.89
C 0.01 -4.22 6.35
C 1.35 -3.87 6.46
C 1.77 -2.60 6.13
C 1.91 -0.14 3.02
S 0.25 -0.31 2.59
C 5.36 0.09 1.36
C 6.24 -1.05 1.81
C 5.73 -2.35 1.81
C 6.53 -3.41 2.22
C 7.84 -3.16 2.64
C 8.34 -1.87 2.64
C 7.54 -0.81 2.23
H 4.34 1.61 3.78
H 5.57 0.33 3.84
H 3.82 0.10 5.63
H 3.95 -1.32 4.59
H 0.39 0.36 5.10
H 1.72 0.23 6.24
H -1.22 -1.29 5.20
H -1.96 -3.56 5.82
H -0.31 -5.21 6.64
H 2.07 -4.59 6.84
H 2.81 -2.33 6.28
H 5.90 1.04 1.43
H 5.01 -0.03 0.34
H 4.72 -2.55 1.46
H 6.15 -4.42 2.20
H 8.47 -3.98 2.95
H 9.36 -1.68 2.96
H 7.93 0.20 2.23
O -2.09 -0.02 0.14
C -2.62 1.37 -0.07
C -1.38 2.24 -0.15
O -1.31 3.41 -0.20
O -0.21 1.44 -0.20
C -3.49 1.68 1.12
C -4.69 0.97 1.22
C -5.49 1.09 2.35
C -5.09 1.94 3.38
C -3.91 2.66 3.27
C -3.10 2.53 2.15
C -3.30 1.44 -1.43
C -2.81 0.69 -2.50
C -3.41 0.78 -3.74
C -4.49 1.64 -3.93
C -4.96 2.40 -2.88
C -4.37 2.31 -1.62
H -2.80 -0.51 0.58
H -5.03 0.34 0.40
H -6.42 0.56 2.42
H -5.71 2.04 4.27
H -3.62 3.34 4.06
H -2.20 3.12 2.08
H -1.96 0.04 -2.37
H -3.03 0.20 -4.57
H -4.95 1.71 -4.91
H -5.78 3.08 -3.03
H -4.73 2.92 -0.81
N -1.98 -7.10 -0.89
C -0.92 -6.58 -0.26
O -0.08 -7.23 0.33
C -0.75 -5.06 -0.27
C 0.41 -4.59 0.33
C 0.65 -3.24 0.41
N -0.24 -2.33 -0.07
C -1.35 -2.79 -0.68
C -1.63 -4.13 -0.79
H -2.08 -8.10 -0.91
H -2.66 -6.55 -1.40
H 1.12 -5.30 0.73
H 1.55 -2.87 0.87
H -2.02 -2.05 -1.09
H -2.55 -4.42 -1.30
```

Summary:
LUMO (alpha / beta) (eV): -10.75 / -10.56
⟨S²⟩: 2.017
Total charge: +3
2S+1: 3
HOMO (alpha / beta) (eV): -16.03 / -16.03

Atom charges from the Mulliken analysis, given in e for atoms 1 to 5: number 1, Mo, carries -0.24; number 2, S, carries 0.14; number 3, C, carries 0.86; number 4, N, carries 0.19; number 5, C, carries -0.96